[1]
ORCA calculation (wB97M-V/def2-TZVPD) on 8 unconnected molecules or ions with the total composition C41H85N5O6S3.

## Properties
E = -96127.377 eV
Kohn-Sham gap = 7.6 eV
HOMO energy = -7.467 eV
LUMO = 0.1 eV
Charge = 0
Relative energy (zero: lowest compared OMol25 entry of this formula, charge and spin) = 51.4 kcal per mole

Each line ends with the Löwdin charge.
Geometry (Å):
C -5.62 -4.38 0.05  -0.039
C -4.78 -3.28 -0.58  -0.464
C -5.24 -3.12 -2.08  -0.149
C -6.54 -2.38 -2.36  -0.183
C -6.43 -1.11 -1.54  -0.142
C -6.10 -1.23 0.00  -0.443
N -4.81 -1.97 0.15  -0.065
O -4.29 -2.09 1.53  -0.045
C -5.82 0.16 0.53  -0.059
C -7.34 -1.77 0.89  -0.018
C -3.29 -3.77 -0.71  -0.050
H -6.68 -4.15 0.01  0.054
H -5.41 -4.44 1.12  0.090
H -5.58 -5.29 -0.55  0.088
H -4.46 -2.62 -2.66  0.108
H -5.29 -4.07 -2.61  0.115
H -7.46 -2.87 -2.04  0.110
H -6.50 -2.19 -3.43  0.112
H -7.36 -0.56 -1.67  0.114
H -5.62 -0.50 -1.96  0.116
H -5.92 0.14 1.61  0.083
H -4.84 0.63 0.42  0.058
H -6.44 0.88 -0.01  0.084
H -7.00 -2.05 1.89  0.077
H -8.11 -1.00 0.88  0.076
H -7.84 -2.70 0.62  0.051
H -3.24 -4.80 -1.09  0.081
H -2.86 -3.91 0.29  0.069
H -2.63 -3.16 -1.32  0.049
H -3.35 -1.95 1.41  -0.021
C 0.72 1.14 -6.08  -0.032
C 1.37 -0.23 -5.77  -0.487
C 0.83 -0.54 -4.38  -0.176
C 1.20 -1.92 -3.90  -0.206
C 0.69 -2.91 -4.91  -0.134
C 1.18 -2.68 -6.41  -0.430
N 1.03 -1.22 -6.75  -0.116
O 1.54 -0.86 -7.98  0.005
C 2.58 -3.29 -6.68  -0.023
C 0.08 -3.51 -7.14  -0.045
C 2.94 -0.03 -5.54  -0.006
H 1.15 2.00 -5.55  0.067
H -0.36 1.06 -5.93  0.083
H 0.81 1.43 -7.13  0.075
H 0.97 0.19 -3.58  0.099
H -0.26 -0.52 -4.30  0.120
H 0.71 -2.07 -2.93  0.094
H 2.25 -2.07 -3.69  0.113
H -0.39 -2.84 -4.75  0.116
H 1.09 -3.88 -4.62  0.118
H 2.76 -3.26 -7.76  0.079
H 3.45 -2.74 -6.33  0.066
H 2.62 -4.31 -6.31  0.086
H -0.96 -3.33 -6.87  0.082
H 0.18 -3.41 -8.23  0.077
H 0.31 -4.56 -7.00  0.079
H 2.95 0.67 -4.70  0.078
H 3.45 0.40 -6.40  0.078
H 3.43 -0.96 -5.27  0.058
H 2.49 -1.00 -7.87  0.078
C 3.07 4.51 2.60  -0.032
C 2.24 3.35 3.15  -0.426
C 3.07 1.97 3.11  -0.149
C 4.19 1.84 4.07  -0.186
C 3.65 2.05 5.51  -0.118
C 2.71 3.27 5.76  -0.464
N 1.77 3.46 4.58  -0.103
O 0.73 4.40 4.80  -0.026
C 1.88 3.00 7.04  -0.036
C 3.60 4.50 5.96  -0.034
C 1.04 3.18 2.20  -0.042
H 4.14 4.37 2.72  0.067
H 2.90 5.40 3.19  0.081
H 2.92 4.78 1.55  0.062
H 2.48 1.06 3.16  0.106
H 3.45 2.01 2.09  0.080
H 4.97 2.54 3.77  0.099
H 4.66 0.87 3.90  0.113
H 4.51 2.10 6.17  0.115
H 3.09 1.16 5.82  0.106
H 2.55 3.07 7.90  0.079
H 1.03 3.66 7.18  0.080
H 1.37 2.04 7.10  0.072
H 3.12 5.46 5.78  0.081
H 3.78 4.51 7.03  0.074
H 4.45 4.40 5.28  0.076
H 0.58 4.11 1.87  0.088
H 0.19 2.71 2.71  0.036
H 1.18 2.46 1.40  0.060
H -0.03 3.85 4.60  0.027
N 0.02 -3.07 2.52  0.016
C 1.33 -2.76 2.75  -0.177
C 1.83 -3.64 3.62  -0.164
C 0.83 -4.50 4.04  -0.110
C -0.35 -4.16 3.29  -0.085
H -0.62 -2.56 1.92  0.051
H 1.87 -2.01 2.21  0.098
H 2.84 -3.79 3.96  0.099
H 0.91 -5.33 4.73  0.085
H -1.31 -4.65 3.31  0.098
N 6.17 1.66 0.25  0.011
C 4.91 2.13 -0.08  -0.147
C 4.11 1.06 -0.19  -0.144
C 4.81 -0.06 0.25  -0.101
C 6.13 0.34 0.42  -0.134
H 6.97 2.27 0.33  0.151
H 4.73 3.19 -0.22  0.101
H 3.07 1.03 -0.48  0.074
H 4.38 -1.03 0.44  0.090
H 7.00 -0.29 0.60  0.109
C 2.24 4.50 -1.90  -0.249
S 1.09 3.19 -2.36  0.837
O 0.99 2.16 -1.24  -0.578
C -0.46 4.15 -2.16  -0.240
H 2.36 5.36 -2.56  0.066
H 3.22 4.03 -1.81  0.032
H 1.93 4.83 -0.91  0.045
H -1.35 3.52 -2.20  0.048
H -0.56 5.02 -2.81  0.056
H -0.37 4.57 -1.15  0.048
C -0.12 0.35 4.30  -0.243
S -1.62 1.31 4.81  0.923
O -1.54 2.74 4.23  -0.569
C -2.69 0.26 3.75  -0.268
H 0.70 0.91 4.76  0.014
H 0.06 0.51 3.23  0.035
H -0.10 -0.69 4.62  0.061
H -3.11 0.57 2.80  0.052
H -3.53 0.15 4.44  0.030
H -2.42 -0.80 3.75  0.043
C 0.37 -0.93 -0.16  -0.200
S -1.48 -0.93 0.02  0.941
O -1.80 -1.41 1.46  -0.568
C -1.70 0.83 0.03  -0.248
H 0.64 -0.57 -1.16  0.034
H 0.62 -1.96 0.10  0.042
H 0.90 -0.33 0.58  0.049
H -0.90 1.21 0.67  0.047
H -2.70 1.21 0.20  0.051
H -1.60 1.16 -1.00  0.047

=====

[2]
ORCA calculation (wB97M-V/def2-TZVPD) on 6 unconnected molecules or ions with the total composition C41H92N6O5S2.

## Properties
E = -84856.322 eV
Structure (SMILES) = C[C@@H](COC(=O)CS[C@@H]1CNC(=O)C1)OC(=O)CS.CCN(CC)CC.CCN(CC)CC.CCN(CC)CC.CCN(CC)CC.CCN(CC)CC
Kohn-Sham gap = 8.5 eV
HOMO energy = -8.125 eV
LUMO = 0.4 eV
Charge = 0

Each line ends with the Löwdin charge.
Geometry (Å):
C -2.45 -0.31 2.95  -0.019
C -2.98 -0.38 1.53  -0.309
C -4.46 -0.76 1.55  -0.109
O -4.83 -1.40 0.32  -0.014
C -5.91 -0.84 -0.32  -0.554
O -5.86 0.23 -0.85  0.146
C -7.13 -1.74 -0.32  -0.365
S -8.36 -1.02 0.79  0.955
C -9.85 -1.55 -0.09  -0.573
C -10.37 -0.54 -1.15  -0.189
N -11.39 0.24 -0.45  0.077
C -11.66 -0.27 0.80  -0.492
O -12.20 0.32 1.71  0.069
C -11.08 -1.68 0.82  -0.105
O -2.89 0.87 0.80  0.003
C -2.15 1.88 1.32  -0.576
O -2.66 2.83 1.87  0.144
C -0.67 1.77 1.07  -0.462
S -0.27 2.49 -0.55  0.765
H -2.56 -1.30 3.40  0.093
H -3.04 0.39 3.55  0.102
H -1.39 -0.05 3.01  0.083
H -2.46 -1.13 0.94  0.126
H -5.03 0.15 1.71  0.151
H -4.66 -1.44 2.38  0.136
H -6.87 -2.75 0.00  0.087
H -7.50 -1.77 -1.34  0.097
H -9.60 -2.49 -0.57  0.103
H -9.57 0.09 -1.54  0.111
H -10.86 -1.14 -1.92  0.117
H -11.35 1.25 -0.50  0.143
H -10.89 -2.05 1.82  0.119
H -11.78 -2.33 0.29  0.132
H -0.16 2.32 1.85  0.082
H -0.35 0.73 1.09  0.056
H 0.83 3.16 -0.18  -0.147
C 1.43 -1.08 -1.00  -0.072
C 1.95 -2.26 -0.20  -0.262
N 1.08 -2.62 0.90  -0.185
C 1.69 -3.52 1.86  -0.242
C 2.07 -4.93 1.38  -0.076
C -0.30 -2.90 0.54  -0.253
C -0.57 -4.02 -0.48  -0.069
H 1.23 -0.24 -0.34  0.048
H 2.18 -0.76 -1.73  0.070
H 0.52 -1.31 -1.55  0.074
H 2.92 -1.98 0.24  0.079
H 2.15 -3.10 -0.89  0.109
H 1.03 -3.60 2.72  0.118
H 2.60 -3.03 2.22  0.072
H 1.20 -5.57 1.26  0.058
H 2.72 -5.40 2.12  0.066
H 2.62 -4.91 0.44  0.070
H -0.74 -1.98 0.15  0.083
H -0.84 -3.12 1.46  0.113
H 0.11 -3.96 -1.33  0.069
H -1.58 -3.93 -0.86  0.072
H -0.47 -5.01 -0.04  0.057
C 7.87 -3.15 4.11  -0.089
C 7.19 -2.35 3.01  -0.271
N 6.00 -2.99 2.48  -0.187
C 5.51 -2.38 1.26  -0.239
C 5.01 -0.93 1.34  -0.081
C 4.99 -3.34 3.46  -0.238
C 4.40 -2.21 4.32  -0.073
H 8.09 -4.16 3.76  0.080
H 8.81 -2.67 4.39  0.072
H 7.26 -3.22 5.01  0.064
H 7.89 -2.23 2.18  0.118
H 7.00 -1.33 3.39  0.097
H 4.72 -3.01 0.85  0.099
H 6.32 -2.42 0.53  0.107
H 4.03 -0.87 1.82  0.048
H 4.90 -0.53 0.33  0.067
H 5.70 -0.28 1.88  0.063
H 5.42 -4.09 4.13  0.105
H 4.18 -3.86 2.94  0.080
H 5.17 -1.53 4.69  0.061
H 3.88 -2.63 5.18  0.077
H 3.67 -1.62 3.76  0.043
C -8.00 3.38 -7.38  -0.091
C -9.16 2.64 -6.74  -0.277
N -8.75 1.69 -5.72  -0.201
C -9.81 0.79 -5.32  -0.253
C -11.04 1.37 -4.61  -0.085
C -7.93 2.23 -4.65  -0.242
C -8.50 3.39 -3.82  -0.077
H -7.26 2.67 -7.77  0.080
H -8.36 3.99 -8.21  0.072
H -7.50 4.04 -6.68  0.064
H -9.68 2.07 -7.52  0.116
H -9.89 3.38 -6.37  0.102
H -9.36 0.02 -4.67  0.105
H -10.15 0.26 -6.21  0.109
H -10.82 1.67 -3.58  0.042
H -11.83 0.62 -4.56  0.070
H -11.44 2.24 -5.13  0.067
H -6.98 2.56 -5.09  0.102
H -7.66 1.41 -3.99  0.111
H -8.96 4.16 -4.45  0.066
H -7.69 3.87 -3.27  0.074
H -9.23 3.06 -3.09  0.049
C 5.50 -1.40 -3.24  -0.086
C 6.07 -0.14 -3.87  -0.274
N 6.80 0.69 -2.92  -0.201
C 7.09 2.02 -3.43  -0.251
C 8.04 2.14 -4.64  -0.085
C 7.88 0.03 -2.21  -0.248
C 9.00 -0.63 -3.03  -0.079
H 4.87 -1.16 -2.38  0.062
H 4.89 -1.93 -3.97  0.075
H 6.28 -2.09 -2.92  0.066
H 5.25 0.46 -4.26  0.118
H 6.69 -0.43 -4.74  0.102
H 7.49 2.61 -2.61  0.111
H 6.14 2.48 -3.70  0.109
H 9.08 1.96 -4.37  0.055
H 7.98 3.15 -5.04  0.070
H 7.77 1.45 -5.44  0.066
H 7.44 -0.74 -1.57  0.090
H 8.31 0.75 -1.52  0.114
H 8.60 -1.20 -3.87  0.066
H 9.56 -1.31 -2.40  0.071
H 9.70 0.10 -3.43  0.055
C 2.71 1.88 3.73  -0.084
C 3.59 3.12 3.59  -0.271
N 4.12 3.57 4.86  -0.201
C 4.71 4.90 4.79  -0.250
C 5.96 5.10 3.92  -0.085
C 4.86 2.58 5.61  -0.242
C 6.08 1.92 4.95  -0.080
H 1.91 2.05 4.45  0.083
H 2.26 1.64 2.76  0.061
H 3.28 1.01 4.04  0.052
H 2.98 3.93 3.18  0.117
H 4.37 2.91 2.84  0.102
H 4.94 5.22 5.81  0.111
H 3.93 5.58 4.43  0.109
H 6.85 4.67 4.37  0.055
H 6.14 6.16 3.78  0.070
H 5.84 4.66 2.93  0.066
H 4.16 1.79 5.91  0.100
H 5.17 3.05 6.55  0.115
H 5.86 1.62 3.92  0.056
H 6.35 1.02 5.49  0.067
H 6.95 2.57 4.94  0.056

=====

[3]
ORCA calculation (wB97M-V/def2-TZVPD) on 13 unconnected molecules or ions with the total composition C41H93N11O13.

## Properties
E = -87036.497 eV
Kohn-Sham gap = 8.6 eV
HOMO energy = -8.686 eV
LUMO = -0.1 eV
Charge = 0
Relative energy (zero: lowest compared OMol25 entry of this formula, charge and spin) = 5.3 kcal per mole

Each line ends with the Löwdin charge.
Geometry (Å):
C -16.58 16.80 -19.33  0.011
C -15.96 18.16 -19.52  -0.511
O -15.35 18.39 -20.55  0.011
N -15.97 19.02 -18.48  0.000
C -15.32 20.30 -18.41  -0.064
H -17.38 16.60 -20.04  0.038
H -17.04 16.77 -18.33  0.075
H -15.81 16.03 -19.35  0.093
H -16.12 18.54 -17.60  0.131
H -15.14 20.56 -19.46  0.084
H -14.34 20.28 -17.92  0.090
H -16.07 21.01 -18.08  0.087
C -15.51 13.28 -26.22  -0.001
C -16.82 12.65 -26.66  -0.562
O -16.79 11.63 -27.33  0.028
N -18.01 13.20 -26.28  0.025
C -18.16 14.25 -25.27  -0.073
H -15.27 14.13 -26.86  0.094
H -14.69 12.57 -26.26  0.089
H -15.51 13.66 -25.19  0.039
H -18.76 12.85 -26.84  0.136
H -18.19 13.85 -24.26  0.042
H -19.16 14.65 -25.46  0.073
H -17.53 15.12 -25.37  0.082
C -22.46 10.45 -21.91  0.014
C -23.96 10.60 -21.66  -0.527
O -24.37 10.39 -20.52  0.012
N -24.82 10.84 -22.69  0.023
C -24.43 10.61 -24.08  -0.078
H -21.91 10.37 -20.98  0.058
H -22.13 11.28 -22.54  0.087
H -22.29 9.49 -22.40  0.088
H -25.80 10.90 -22.48  0.132
H -25.20 10.21 -24.74  0.085
H -23.54 10.00 -24.23  0.080
H -24.18 11.57 -24.53  0.069
C -22.83 15.04 -22.73  0.010
C -22.71 15.08 -24.25  -0.524
O -21.59 15.21 -24.77  0.014
N -23.78 14.89 -25.06  0.011
C -25.17 14.87 -24.66  -0.082
H -23.49 14.20 -22.47  0.067
H -23.41 15.92 -22.46  0.080
H -21.83 14.93 -22.33  0.067
H -23.56 14.96 -26.04  0.140
H -25.24 14.30 -23.73  0.068
H -25.76 14.25 -25.34  0.084
H -25.62 15.86 -24.55  0.085
C -21.17 15.92 -18.13  0.010
C -20.93 16.85 -19.28  -0.538
O -19.81 17.02 -19.77  0.011
N -21.99 17.46 -19.85  0.029
C -21.90 18.20 -21.09  -0.056
H -21.63 15.02 -18.54  0.065
H -21.83 16.30 -17.35  0.090
H -20.26 15.53 -17.68  0.088
H -22.89 17.38 -19.43  0.139
H -21.95 17.47 -21.90  0.058
H -21.01 18.77 -21.39  0.074
H -22.72 18.91 -21.18  0.093
C -17.16 12.28 -18.35  -0.007
C -15.79 12.28 -17.73  -0.556
O -14.89 11.62 -18.21  0.044
N -15.68 12.91 -16.53  -0.010
C -14.64 12.76 -15.54  -0.065
H -17.24 11.59 -19.18  0.066
H -17.32 13.27 -18.79  0.081
H -17.86 12.11 -17.53  0.088
H -16.48 13.48 -16.31  0.124
H -13.81 12.17 -15.92  0.083
H -15.10 12.26 -14.69  0.084
H -14.13 13.71 -15.35  0.078
C -19.14 8.12 -22.67  0.006
C -19.15 7.90 -21.18  -0.546
O -19.48 6.82 -20.70  0.020
N -18.76 8.94 -20.39  0.027
C -18.93 9.10 -18.98  -0.077
H -18.11 8.24 -23.02  0.072
H -19.73 8.99 -22.95  0.071
H -19.58 7.23 -23.09  0.081
H -18.43 9.74 -20.93  0.103
H -19.78 9.72 -18.69  0.043
H -18.05 9.47 -18.45  0.081
H -19.20 8.16 -18.49  0.084
C -25.78 12.94 -15.66  0.005
C -25.07 13.21 -16.99  -0.566
O -23.97 13.76 -17.02  0.013
N -25.77 12.95 -18.09  0.017
C -25.22 13.23 -19.39  -0.087
H -26.54 13.73 -15.64  0.085
H -25.06 12.92 -14.86  0.082
H -26.27 11.97 -15.72  0.077
H -26.76 12.78 -18.04  0.141
H -24.18 12.94 -19.49  0.067
H -25.27 14.29 -19.62  0.084
H -25.70 12.64 -20.18  0.069
C -22.59 10.26 -17.62  0.000
C -21.73 9.44 -16.70  -0.555
O -20.62 9.85 -16.39  0.020
N -22.26 8.32 -16.18  0.004
C -21.45 7.30 -15.53  -0.073
H -23.65 10.22 -17.38  0.083
H -22.49 9.85 -18.63  0.073
H -22.23 11.29 -17.67  0.068
H -23.05 7.95 -16.69  0.132
H -20.52 7.20 -16.10  0.082
H -21.82 6.29 -15.69  0.086
H -21.15 7.60 -14.53  0.085
C -20.48 12.48 -19.55  0.005
C -19.58 12.84 -20.70  -0.539
O -19.08 12.02 -21.45  0.036
N -19.42 14.18 -20.89  0.042
C -18.70 14.78 -22.01  -0.043
H -19.94 12.71 -18.63  0.084
H -20.58 11.40 -19.63  0.047
H -21.45 12.98 -19.59  0.076
H -20.08 14.78 -20.43  0.083
H -17.95 15.47 -21.61  0.050
H -19.37 15.34 -22.66  0.085
H -18.23 13.97 -22.56  0.050
C -15.64 15.88 -23.22  -0.001
C -14.26 16.42 -23.56  -0.544
O -13.60 15.89 -24.44  0.032
N -13.88 17.52 -22.90  0.019
C -12.66 18.21 -23.29  -0.072
H -15.71 15.69 -22.15  0.076
H -15.84 14.96 -23.77  0.029
H -16.46 16.53 -23.52  0.069
H -14.32 17.76 -22.02  0.080
H -12.63 19.20 -22.84  0.080
H -12.56 18.26 -24.37  0.081
H -11.76 17.66 -23.02  0.082
C -19.03 18.65 -23.65  -0.164
C -17.99 18.78 -22.52  -0.150
C -18.19 20.24 -22.05  -0.182
O -19.28 20.78 -22.81  -0.159
C -19.40 20.07 -24.04  -0.204
H -19.89 18.10 -23.28  0.087
H -18.62 18.13 -24.52  0.111
H -16.94 18.66 -22.76  0.092
H -18.35 18.11 -21.74  0.080
H -17.37 20.94 -22.24  0.115
H -18.38 20.34 -20.98  0.112
H -18.72 20.51 -24.78  0.121
H -20.42 20.08 -24.42  0.118
C -14.67 11.16 -22.60  -0.168
C -15.97 11.92 -22.50  -0.163
C -16.74 11.20 -23.59  -0.208
O -16.42 9.83 -23.40  -0.134
C -15.13 9.70 -22.80  -0.169
H -14.06 11.43 -21.73  0.115
H -14.02 11.44 -23.43  0.111
H -15.93 13.00 -22.69  0.093
H -16.48 11.82 -21.55  0.097
H -16.48 11.52 -24.61  0.093
H -17.80 11.48 -23.56  0.105
H -14.31 9.29 -23.39  0.115
H -15.21 9.21 -21.83  0.119